{
  "formula": "C3H5NO",
  "method": "ωB97M-V/def2-TZVPD",
  "e_above_lowest_ev": 1.380,
  "smiles": "COCC#N",
  "mol_weight_g_mol": 71.079,
  "homo_energy_ha": -0.3841,
  "gap_ha": 0.4140,
  "elements": ["C", "O", "C", "C", "N", "H", "H", "H", "H", "H"],
  "positions_angstrom": [[0.56602, -0.39413, -1.15565], [-0.29181, 0.66059, -0.74268], [-0.64120, 0.80242, 0.61220], [-0.23724, -0.35212, 1.43575], [0.16538, -1.30346, 1.95449], [1.54395, -0.00511, -1.45948], [0.09008, -0.89795, -2.00026], [0.72662, -1.13709, -0.37196], [-1.73079, 0.91988, 0.68169], [-0.19102, 1.70696, 1.04589]],
  "forces_ev_per_a": [[0.2, -0.2, -0.1], [-0.1, 0.0, -0.1], [-0.1, 0.0, 0.2], [0.4, -0.8, 0.4], [-0.5, 0.9, -0.2], [-0.2, 0.1, 0.0], [0.1, 0.1, 0.0], [0.0, 0.1, -0.2], [0.2, -0.1, 0.0], [0.0, -0.2, -0.1]]
}

---

{
  "formula": "C15H23ClOOs",
  "method": "ωB97M-V/def2-TZVPD",
  "spin_multiplicity": 5,
  "e_above_lowest_ev": 0.737,
  "charge": 2,
  "s2": 6.01,
  "mol_weight_g_mol": 445.031,
  "homo_energy_ha": [-0.4908, -0.5950],
  "gap_ha": [0.2132, 0.1681],
  "elements": ["C", "C", "C", "C", "Cl", "H", "H", "H", "H", "H", "H", "H", "H", "H", "C", "C", "C", "H", "C", "C", "H", "H", "H", "H", "C", "C", "C", "H", "C", "C", "H", "H", "H", "H", "Os", "C", "O", "H", "H", "H", "H"],
  "positions_angstrom": [[0.21663, 0.68623, -4.38667], [1.59816, 1.25948, -4.71701], [0.00629, -0.63366, -5.13428], [-0.86108, 1.69919, -4.78478], [0.09385, 0.34639, -2.58104], [0.06901, -0.43694, -6.20913], [-0.97654, -1.05970, -4.91589], [0.77643, -1.36334, -4.86957], [1.64158, 1.42413, -5.79929], [2.40089, 0.56945, -4.44334], [1.76753, 2.21926, -4.22067], [-0.79138, 1.85890, -5.86600], [-0.71027, 2.66168, -4.28754], [-1.86499, 1.33291, -4.55425], [1.24583, -1.28937, 2.61684], [0.84775, -2.31294, 1.71017], [1.24445, -1.92097, 0.40149], [0.30499, -3.20691, 1.98365], [1.84451, -0.63030, 0.49250], [1.91515, -0.28834, 1.86575], [2.39710, 0.58986, 2.28064], [1.05060, -1.25566, 3.68024], [1.10462, -2.47302, -0.51796], [2.11063, 0.00241, -0.33668], [-1.58148, 0.94406, 2.02522], [-1.68673, -0.27994, 2.73308], [-2.07828, -1.29430, 1.82678], [-1.49443, -0.40906, 3.79307], [-2.26713, -0.68859, 0.55648], [-1.99162, 0.69224, 0.68982], [-2.05708, 1.41620, -0.11259], [-1.17169, 1.86137, 2.43062], [-2.18252, -2.34636, 2.06044], [-2.51494, -1.19613, -0.37067], [-0.18971, -0.51088, 1.23752], [0.09195, 0.42038, 6.14363], [0.80335, 0.98831, 5.03266], [-0.93274, 0.82150, 6.16453], [0.59280, 0.63269, 7.09720], [0.04172, -0.65949, 5.96979], [1.18677, 1.82925, 5.31521]],
  "forces_ev_per_a": [[0.1, 0.3, -1.7], [0.0, -0.1, 0.5], [0.0, 0.0, 0.4], [0.0, -0.1, 0.4], [0.0, 0.0, 0.6], [0.0, 0.0, 0.2], [0.1, 0.0, -0.1], [-0.1, 0.1, -0.1], [0.0, 0.0, 0.2], [-0.1, 0.1, 0.0], [0.0, -0.1, 0.0], [0.0, 0.0, 0.2], [0.0, -0.1, -0.1], [0.1, 0.0, 0.0], [1.0, -1.8, 1.6], [1.1, -2.2, 1.6], [0.7, -0.4, -0.4], [0.3, -0.1, -0.1], [2.0, -0.7, -0.2], [1.0, 0.4, 0.1], [-0.3, 0.1, -0.1], [0.3, -0.1, 0.0], [-0.2, 0.0, 0.0], [0.3, 0.0, -0.2], [-0.8, 0.6, 0.0], [-1.5, -0.8, 2.4], [-2.1, -1.3, 1.6], [-0.1, 0.0, -0.2], [-0.7, 0.0, -0.5], [-2.0, 1.4, -0.4], [0.2, 0.0, 0.0], [-0.2, 0.1, 0.0], [-0.3, 0.2, 0.0], [0.0, 0.1, 0.1], [1.3, 4.7, -5.7], [-0.3, 0.2, -0.1], [0.1, 0.1, -0.2], [0.2, -0.1, 0.2], [-0.2, -0.2, -0.3], [0.1, 0.1, 0.2], [-0.1, -0.2, -0.1]]
}